The following is a DFT calculation (the ωB97M-V functional and the def2-TZVPD basis) of a cluster of 2 separate species, C3H4Cl3N in total at a distorted geometry.

HOMO energy (spin up / spin down) = -9.77 / -8.80 eV
Max |F| = 2.8 eV Å⁻¹
Frontier orbital gap (spin up / spin down) = 8.8860 / 8.3163 eV
Calculated total energy = -1551.8637 Ha
Multiplicity = 1
ΔE to the lowest compared entry with this formula, charge and spin = 4.1942 eV

```
11
Properties=species:S:1:pos:R:3:forces:R:3
C -1.3060 0.3702 0.3365 0.229 -1.870 1.815
C -1.2722 -0.6993 -0.6864 0.110 -2.804 0.235
C 1.9764 0.3939 0.1844 0.446 -0.468 0.002
N -0.7525 0.5812 -0.9143 1.441 1.440 -1.868
Cl 3.0469 1.1525 -0.9229 -0.343 0.052 0.190
Cl 1.7963 1.0732 1.7352 -0.047 0.662 0.110
Cl 2.1335 -1.3147 0.2928 -0.110 -0.221 -0.379
H -2.2194 0.7991 0.5424 -2.112 1.249 0.083
H -0.7500 0.3350 1.2840 0.406 -0.123 -0.691
H -0.5350 -1.5372 -0.6042 -0.203 0.937 0.165
H -2.1181 -1.1541 -1.2476 0.184 1.146 0.338
```
Forces are in eV/Å.